{
  "formula": "C26H34BiF6N5OS2",
  "method": "the ωB97M-V functional and the def2-TZVPD basis",
  "elements": ["Bi", "N", "C", "C", "N", "C", "C", "N", "H", "H", "H", "H", "H", "H", "H", "H", "H", "H", "H", "H", "H", "S", "C", "N", "C", "C", "N", "C", "C", "C", "C", "C", "C", "C", "C", "S", "C", "C", "C", "C", "C", "C", "C", "H", "H", "H", "H", "H", "H", "H", "H", "H", "H", "H", "H", "H", "H", "H", "H", "H", "H", "C", "C", "O", "C", "F", "F", "F", "C", "F", "F", "F", "H", "H", "H"],
  "xyz": [[0.12874, 0.49366, -0.02744], [-0.39048, -0.51154, 2.03249], [-0.65692, 0.36867, 3.19002], [0.36263, 1.50696, 3.22626], [0.59649, 2.08553, 1.88694], [-0.15948, 3.32484, 1.59361], [-1.65897, 3.06700, 1.59392], [-1.98933, 1.90955, 0.72554], [0.52226, -0.97330, 2.12422], [-1.08687, -1.24841, 1.95149], [-0.58230, -0.20077, 4.11646], [-1.67740, 0.73671, 3.11584], [1.31204, 1.13055, 3.60286], [0.01681, 2.27231, 3.92432], [1.58990, 2.27495, 1.78081], [0.16628, 3.68835, 0.61524], [0.06646, 4.10551, 2.32277], [-2.18008, 3.96896, 1.27591], [-1.99270, 2.85365, 2.60826], [-2.34264, 2.23062, -0.17116], [-2.73964, 1.35299, 1.12182], [-0.11006, -2.20923, -0.58202], [-1.49888, -2.64337, -1.45033], [-1.91035, -3.88274, -1.51547], [-3.09928, -4.21215, -2.31840], [-3.02124, -3.44540, -3.60440], [-2.97263, -2.01118, -3.28134], [-3.64942, -1.06728, -4.20108], [-2.70047, -0.47138, -5.21463], [-2.52509, 0.90572, -5.26793], [-1.70731, 1.47030, -6.23783], [-1.05311, 0.65930, -7.15326], [-1.21930, -0.71958, -7.10007], [-2.04493, -1.28145, -6.13876], [-2.28041, -1.59711, -2.24331], [-2.21461, 0.01734, -1.79984], [-1.30640, -5.00210, -0.74498], [-2.08718, -5.28161, 0.51721], [-3.12283, -6.20998, 0.50503], [-3.85336, -6.46364, 1.65826], [-3.54910, -5.79140, 2.83294], [-2.50805, -4.87072, 2.85554], [-1.77946, -4.61613, 1.70288], [-4.00166, -3.95759, -1.76046], [-3.10615, -5.28079, -2.50849], [-3.89786, -3.63534, -4.21614], [-2.13264, -3.72605, -4.17429], [-4.10420, -0.27982, -3.60653], [-4.44462, -1.62395, -4.69497], [-3.03905, 1.54285, -4.55712], [-1.58714, 2.54596, -6.28116], [-0.42618, 1.09889, -7.91808], [-0.72019, -1.35676, -7.81933], [-2.18937, -2.35742, -6.13380], [-0.27074, -4.76126, -0.53217], [-1.33163, -5.87006, -1.40176], [-3.35216, -6.75774, -0.40409], [-4.64834, -7.19818, 1.64329], [-4.10713, -5.99956, 3.73693], [-2.25158, -4.37102, 3.78108], [-0.93622, -3.93304, 1.72627], [4.01555, -1.67718, 0.19706], [3.23367, -0.42635, 0.57482], [1.87572, -0.67107, 0.64673], [3.47832, 0.66708, -0.48556], [2.63336, 1.73482, -0.29640], [3.17275, 0.20154, -1.70308], [4.71218, 1.13351, -0.49522], [3.71149, 0.06985, 1.96732], [5.02425, 0.05097, 2.11944], [3.16692, -0.70094, 2.92296], [3.29143, 1.33765, 2.21934], [3.71336, -2.00614, -0.79385], [3.78413, -2.46072, 0.91723], [5.08815, -1.49429, 0.20284]],
  "orbital_gap_ev": 7.16,
  "homo_energy_ev": -13.791,
  "charge": 2,
  "spin_multiplicity": 1
}

=====

{
  "formula": "C4H8FeN2O6",
  "method": "the ωB97M-V functional and the def2-TZVPD basis",
  "elements": ["Fe", "O", "C", "C", "O", "H", "H", "H", "H", "C", "O", "O", "O", "C", "O", "N", "N", "H", "H", "H", "H"],
  "xyz": [[22.72384, -10.97129, 8.98214], [21.22142, -12.04105, 7.96793], [21.29543, -13.35451, 8.41915], [22.40597, -13.70588, 9.46020], [23.38035, -12.75844, 9.72273], [21.34546, -14.02046, 7.52306], [20.31842, -13.63153, 8.89243], [22.91902, -14.64528, 9.13545], [21.88421, -14.01058, 10.39575], [22.42345, -8.64623, 9.99294], [22.32206, -7.48208, 10.47054], [23.44633, -9.44323, 10.23752], [21.54420, -9.19677, 9.18809], [24.16229, -9.87808, 6.34054], [23.85122, -10.63520, 7.23098], [25.45995, -9.81754, 5.88676], [23.25660, -9.05350, 5.74573], [25.76563, -9.12330, 5.23333], [26.13422, -10.41320, 6.32523], [23.56991, -8.43397, 5.02139], [22.33985, -8.90936, 6.13180]],
  "orbital_gap_ev": [4.24, 3.85],
  "de_lowest_kj_mol": 0.0,
  "homo_energy_ev": [0.732, 1.123],
  "charge": -2,
  "spin_multiplicity": 5
}

=====

{
  "formula": "C37H55P2SbSe4SiTi",
  "method": "the ωB97M-V functional and the def2-TZVPD basis",
  "elements": ["Ti", "C", "Si", "C", "C", "C", "C", "C", "C", "P", "C", "C", "C", "C", "C", "C", "C", "C", "C", "C", "C", "C", "C", "C", "C", "C", "C", "C", "P", "C", "C", "C", "C", "C", "C", "C", "C", "C", "C", "C", "C", "H", "H", "H", "H", "H", "H", "H", "H", "H", "H", "H", "H", "H", "H", "H", "H", "H", "H", "H", "H", "H", "H", "H", "H", "H", "H", "H", "H", "H", "H", "H", "H", "H", "H", "H", "H", "H", "H", "H", "H", "H", "H", "H", "H", "H", "H", "H", "H", "H", "H", "H", "H", "H", "H", "H", "Se", "Sb", "Se", "Se", "Se"],
  "xyz": [[-0.02854, -0.49339, -0.43292], [-3.42014, -0.59247, 1.37262], [-1.91938, 0.34925, 0.82888], [-0.32402, 0.41209, 1.88248], [0.17281, 1.65086, 2.36464], [1.48745, 1.80954, 2.70987], [2.41601, 0.79685, 2.44970], [1.98719, -0.43008, 2.00817], [0.59865, -0.67810, 1.79859], [-0.34370, -2.26703, 1.69604], [-0.57258, -2.64913, 3.50928], [-1.62440, -1.78571, 4.22435], [-1.46516, -1.95625, 5.73649], [-0.13880, -1.35113, 6.22112], [0.94256, -1.42128, 5.13087], [0.77212, -2.67344, 4.27575], [0.58369, -3.76686, 1.12214], [2.00145, -3.53599, 0.58673], [1.92446, -3.02912, -0.84587], [1.40294, -4.14432, -1.76997], [0.53302, -5.15633, -1.00767], [-0.31366, -4.42533, 0.03004], [-2.44700, 1.95703, 0.02573], [-3.66341, 2.53475, 0.39618], [-4.22474, 3.56249, -0.34620], [-3.59037, 4.01272, -1.49066], [-2.37041, 3.47358, -1.86732], [-1.78670, 2.46036, -1.11090], [-0.10910, 1.90132, -1.45509], [0.18074, 1.50878, -3.24724], [1.32370, 0.45805, -3.31724], [1.80142, 0.25938, -4.76278], [0.63732, 0.25208, -5.77284], [-0.70137, -0.01805, -5.09099], [-1.04324, 1.09172, -4.09966], [0.79171, 3.52895, -1.36055], [2.28924, 3.50137, -1.72765], [3.24974, 3.21472, -0.57792], [2.87821, 4.00296, 0.69345], [1.78504, 5.03934, 0.43512], [0.51802, 4.34206, -0.07107], [-3.41200, -0.88764, 2.42099], [-3.47037, -1.49382, 0.75895], [-4.30927, 0.01372, 1.17991], [-0.50994, 2.48207, 2.49027], [1.81299, 2.73511, 3.17072], [3.46951, 0.95928, 2.64233], [2.71150, -1.21827, 1.89458], [-0.97081, -3.66606, 3.46044], [-2.62103, -2.10012, 3.91441], [-1.51880, -0.73324, 3.95943], [-1.49647, -3.02595, 5.96775], [-2.30785, -1.50447, 6.26033], [0.19515, -1.87721, 7.11789], [-0.28921, -0.30880, 6.50700], [1.93871, -1.40117, 5.57689], [0.87395, -0.53485, 4.49636], [0.78345, -3.54917, 4.93135], [1.61385, -2.80452, 3.59093], [0.62667, -4.42660, 1.98983], [2.52120, -4.49695, 0.58624], [2.58750, -2.89671, 1.23712], [2.87606, -2.63093, -1.19679], [1.21266, -2.17842, -0.89074], [2.25859, -4.65449, -2.21821], [0.82135, -3.71042, -2.58760], [1.15728, -5.91960, -0.53562], [-0.12473, -5.67263, -1.70248], [-1.05326, -5.07886, 0.49198], [-0.87566, -3.65870, -0.50356], [-4.19288, 2.15530, 1.26223], [-5.16906, 3.99824, -0.04476], [-4.04852, 4.78747, -2.09254], [-1.88558, 3.83482, -2.76629], [0.58837, 2.42355, -3.68005], [1.01663, -0.51629, -2.90184], [2.16875, 0.77831, -2.69999], [2.37021, -0.66897, -4.82665], [2.49652, 1.06635, -5.01152], [0.82126, -0.49264, -6.54708], [0.58201, 1.22052, -6.27905], [-0.65486, -0.97800, -4.57207], [-1.49730, -0.10082, -5.82743], [-1.87912, 0.77908, -3.48144], [-1.39053, 1.97124, -4.65079], [0.28764, 4.01728, -2.19645], [2.52620, 4.49141, -2.12185], [2.47287, 2.82123, -2.55387], [4.25049, 3.48985, -0.91117], [3.28778, 2.14116, -0.36162], [3.76061, 4.45600, 1.14735], [2.47710, 3.31053, 1.42499], [2.11165, 5.79164, -0.28675], [1.56002, 5.57414, 1.35880], [-0.27403, 5.06568, -0.26465], [0.14413, 3.69131, 0.72354], [-2.06206, -3.94042, -4.74062], [-3.61099, -2.59578, -3.57906], [-4.78870, -0.61046, -4.02292], [-4.59431, -4.07023, -1.86583], [-1.56604, -1.39832, -1.78500]],
  "orbital_gap_ev": [6.56, 5.69],
  "homo_energy_ev": [-10.233, -10.215],
  "charge": 1,
  "spin_multiplicity": 2
}

=====

- Which of these has the lowest charge?
  C4H8FeN2O6

=====

- Which of these has the lowest charge?
  C4H8FeN2O6

=====

- Among the records above, which one has the lowest charge?
  C4H8FeN2O6

=====

- Number 3 is which compound?
  C37H55P2SbSe4SiTi